This record from the Open Molecules 2025 dataset describes a cluster of 2 separate species, C4H11N3O2 in total in a non-equilibrium geometry. The level of theory is ωB97M-V with the def2-TZVPD basis set.

```
! wB97M-V def2-TZVPD RIJCOSX def2/J DEFGRID3
* xyz 0 1
C 3.320 -0.008 1.630
C 2.013 -0.129 0.884
O 1.228 0.958 0.941
O 1.660 -1.163 0.371
H 3.307 -0.137 2.697
H 3.956 0.879 1.458
H 3.892 -0.876 1.205
C -2.393 0.113 1.026
C -1.403 0.067 -1.177
N -1.305 0.293 0.079
N -2.648 0.048 -1.801
N -0.323 -0.052 -2.014
H 0.527 0.898 0.243
H -1.890 0.267 2.002
H -2.620 -0.998 1.156
H -2.680 -0.051 -2.822
H -3.354 -0.452 -1.292
H -0.409 -0.760 -2.730
H 0.569 -0.248 -1.587
H -3.298 0.755 1.007
*
```

Results
- HOMO energy: -8.765 eV
- SMILES: CN=C(N)N.CC(=O)O
- LUMO level: 0.82 eV
- Energy relative to the best compared isomer or geometry (same formula, charge and spin): 23.39 kcal per mole
- F_max: 2.41 eV/A
- DFT total energy: -12891.81571 eV